No. 1
An isolated molecule of C12H11ClO2, computed with the ωB97M-V functional and the def2-TZVPD basis.

Positions of all 26 atoms, in Å:
C  -1.31  -1.81  -0.65
C  -2.07  -2.59  -1.32
C  0.92  0.72  2.50
C  -0.22  -0.05  2.38
C  1.47  1.32  1.35
C  -0.62  -0.53  1.14
C  0.04  -0.10  0.01
C  0.97  0.91  0.10
C  -1.59  -1.77  1.01
C  -0.26  -0.72  -1.33
C  2.85  1.58  -1.18
C  -2.98  -3.34  -1.93
O  -0.92  0.07  -2.20
O  1.47  1.38  -1.13
Cl  1.07  -1.73  -2.07
H  1.39  0.97  3.54
H  -0.59  -0.62  3.23
H  2.33  1.92  1.32
H  -1.34  -2.70  1.53
H  -2.58  -1.43  1.24
H  2.97  1.75  -2.29
H  3.35  0.62  -0.96
H  3.27  2.33  -0.62
H  -3.97  -3.00  -1.81
H  -2.94  -4.36  -2.40
H  -0.62  0.93  -2.13

Output
Lowest unoccupied orbital energy, eV: 0.76
Structure (SMILES): C=C=C1Cc2cccc(OC)c2[C@@]1(O)Cl
Energy above the lowest of the compared OMol25 structures with the same formula, charge and spin, kJ/mol: 154.9
2S+1: 1
HOMO-LUMO gap, eV: 9.63

Löwdin atomic charge list, values in e, 6 entries: C -0.1453; C -0.0893; C -0.0676; C -0.0585; C 0.0009; C -0.1563



No. 2
A cluster of 8 separate species, C4H22NO7 in total, computed with the ωB97M-V functional and the def2-TZVPD basis.

Positions of all 34 atoms, in Å:
C  -1.19  -2.47  2.59
C  -0.07  -1.69  1.98
C  0.31  -1.89  0.73
N  1.62  -1.36  0.33
C  2.01  -1.67  -0.85
H  -1.71  -3.16  1.94
H  -0.82  -3.25  3.29
H  -1.70  -1.82  3.30
H  0.48  -1.12  2.72
H  -0.12  -2.50  -0.05
H  2.00  -0.70  1.02
H  2.92  -1.19  -1.17
H  1.35  -2.36  -1.34
H  -0.85  1.39  -4.68
H  -0.15  1.81  -3.35
O  -0.89  1.34  -3.72
H  4.04  -1.20  2.15
H  3.49  -0.41  3.24
O  3.18  -1.01  2.56
H  3.09  1.84  0.30
H  1.66  1.49  -0.34
O  2.49  1.14  0.03
H  -2.58  0.28  -0.96
H  -3.84  0.42  -0.15
O  -2.89  0.53  -0.04
H  -0.60  2.80  -0.01
H  0.79  3.37  -0.31
O  0.26  2.58  -0.44
H  -2.81  3.38  0.82
H  -2.35  2.16  0.06
O  -2.23  3.15  0.08
H  -2.61  -1.02  -2.59
H  -1.40  -0.19  -2.91
O  -1.75  -0.80  -2.22

Output
Lowest unoccupied orbital energy, eV: -3.66
Energy above the lowest of the compared OMol25 structures with the same formula, charge and spin, kJ/mol: 224.8
Charge: +1
2S+1: 1
HOMO-LUMO gap, eV: 9.40

Löwdin atomic charge list, values in e, 6 entries: C -0.0759; C -0.0905; C -0.0621; N 0.0326; C 0.1547; H 0.0816



No. 3
The ion C7H9O3S with charge -1, computed with the ωB97M-V functional and the def2-TZVPD basis.

Positions of all 20 atoms, in Å:
C  0.74  2.26  1.62
C  0.92  1.02  1.23
C  -0.33  3.08  0.99
C  0.53  -0.18  0.60
C  -1.60  -1.02  -0.47
C  1.75  0.44  -1.45
C  -0.72  -0.96  0.85
O  1.58  -0.17  1.60
O  -0.50  4.26  1.23
O  1.10  -0.49  -0.66
S  -1.17  2.16  -0.19
H  1.22  2.81  2.43
H  -1.65  0.00  -0.78
H  -2.57  -1.61  -0.25
H  -1.18  -1.53  -1.31
H  1.04  1.22  -1.62
H  1.94  0.00  -2.51
H  2.85  0.81  -1.05
H  -0.30  -1.87  1.18
H  -1.13  -0.30  1.66

Output
Lowest unoccupied orbital energy, eV: 3.61
Structure (SMILES): CC[C@]1(OC)O/C1=C/C([O-])=S
Energy above the lowest of the compared OMol25 structures with the same formula, charge and spin, kJ/mol: 252.3
Charge: -1
2S+1: 1
HOMO-LUMO gap, eV: 7.00

Löwdin atomic charge list, values in e, 6 entries: C -0.0501; C -0.2496; C -0.9704; C -0.5144; C -0.1028; C -0.1284



No. 4
A cluster of 2 separate species, C2H4N2O in total, computed with the ωB97M-V functional and the def2-TZVPD basis.

Positions of all 9 atoms, in Å:
C  0.05  -1.18  1.20
C  0.51  1.19  -1.62
N  -1.04  -0.58  1.22
N  -2.02  -0.04  1.36
O  1.39  1.76  -1.01
H  0.62  -1.33  0.34
H  0.38  -1.63  2.27
H  -0.01  0.37  -1.08
H  0.14  1.44  -2.67

Output
Lowest unoccupied orbital energy, eV: 0.66
Energy above the lowest of the compared OMol25 structures with the same formula, charge and spin, kJ/mol: 328.9
2S+1: 1
HOMO-LUMO gap, eV: 9.47

Löwdin atomic charge list, values in e, 6 entries: C -0.0806; C -0.1329; N -0.2592; N 0.1926; O -0.0163; H 0.0248



No. 5
A cluster of 2 separate species, C5H16N2O in total, computed with the ωB97M-V functional and the def2-TZVPD basis.

Positions of all 24 atoms, in Å:
C  -0.69  1.23  2.42
N  0.09  0.08  1.91
C  -1.39  -1.87  0.03
C  -0.82  -0.51  -0.39
C  0.31  0.02  0.48
C  0.72  1.43  -0.16
N  1.90  1.22  -0.91
H  -1.65  1.43  1.97
H  -0.89  1.00  3.46
H  -0.04  2.10  2.42
H  -0.44  -0.75  2.15
H  -1.99  -2.26  -0.79
H  -0.60  -2.59  0.23
H  -2.06  -1.78  0.88
H  -1.61  0.24  -0.32
H  -0.57  -0.51  -1.45
H  1.21  -0.59  0.41
H  0.89  2.10  0.68
H  -0.04  1.79  -0.84
H  1.76  0.77  -1.82
H  2.72  0.92  -0.37
H  0.38  -1.00  -3.68
H  1.52  -1.65  -2.91
O  1.29  -0.84  -3.38

Output
Lowest unoccupied orbital energy (spin up / spin down), eV: -2.84 / -7.85
Energy above the lowest of the compared OMol25 structures with the same formula, charge and spin, kJ/mol: 54.7
Charge: +1
2S+1: 2
HOMO-LUMO gap (spin up / spin down), eV: 10.87 / 5.39

Löwdin atomic charge list, values in e, 6 entries: C -0.0771; N -0.0304; C -0.0699; C -0.2048; C -0.3199; C -0.1266



No. 6
An isolated molecule of C3H6ClFO, computed with the ωB97M-V functional and the def2-TZVPD basis.

Positions of all 12 atoms, in Å:
C  1.10  1.16  -0.85
C  0.55  0.43  1.29
C  0.05  -0.79  0.48
H  2.31  1.29  -0.54
H  0.83  0.13  -1.35
H  0.83  1.96  -1.67
H  1.55  0.49  1.67
H  -0.33  0.71  2.00
H  -0.35  -1.66  0.95
O  0.45  1.57  0.40
F  0.73  -1.44  -0.53
Cl  -1.48  -0.43  -0.29

Output
Lowest unoccupied orbital energy, eV: 0.84
Structure (SMILES): COC[C@H](F)Cl
Energy above the lowest of the compared OMol25 structures with the same formula, charge and spin, kJ/mol: 297.5
2S+1: 1
HOMO-LUMO gap, eV: 10.96

Löwdin atomic charge list, values in e, 6 entries: C -0.1443; C -0.1803; C -0.6854; H 0.1453; H 0.0798; H 0.1080



No. 7
A cluster of 4 separate species, C36H72N5O10P in total, computed with the ωB97M-V functional and the def2-TZVPD basis.

Positions of all 124 atoms, in Å:
C  -1.84  2.04  7.93
C  -2.93  1.59  8.91
C  -2.62  0.31  9.69
C  -2.62  -1.01  8.91
O  -2.56  -0.85  7.50
C  -3.70  -0.74  6.79
C  -4.94  -0.63  7.35
C  -6.07  -0.47  6.53
N  -7.30  -0.36  7.10
C  -8.30  -0.20  6.28
C  -8.14  -0.14  4.87
N  -6.97  -0.24  4.30
C  -5.91  -0.42  5.13
C  -4.61  -0.53  4.59
C  -3.52  -0.70  5.37
C  -2.14  -0.79  4.78
C  -2.02  -1.75  3.58
P  -0.72  -1.16  2.52
O  0.56  -0.83  3.17
O  -0.65  -2.28  1.39
C  -0.04  -1.99  0.13
C  -0.96  -2.37  -1.02
O  -1.44  0.08  1.83
C  -0.76  1.35  1.68
C  -1.23  2.03  0.40
H  -1.85  1.44  7.02
H  -0.85  1.97  8.38
H  -2.02  3.07  7.63
H  -3.06  2.38  9.65
H  -3.88  1.51  8.38
H  -3.36  0.22  10.50
H  -1.65  0.45  10.18
H  -1.74  -1.59  9.17
H  -3.48  -1.63  9.17
H  -5.10  -0.64  8.42
H  -9.29  -0.11  6.71
H  -9.01  0.00  4.24
H  -4.51  -0.48  3.51
H  -1.81  0.21  4.49
H  -1.45  -1.12  5.55
H  -2.94  -1.80  3.00
H  -1.78  -2.77  3.91
H  0.90  -2.54  0.09
H  0.23  -0.93  0.07
H  -0.54  -3.17  -1.62
H  -1.94  -2.64  -0.64
H  -1.10  -1.52  -1.69
H  0.31  1.20  1.68
H  -1.05  1.94  2.55
H  -0.41  2.59  -0.05
H  -2.06  2.71  0.58
H  -1.53  1.27  -0.32
C  -1.67  3.75  4.49
O  -2.52  3.83  3.36
C  -3.88  3.49  3.62
C  -4.77  4.71  3.54
N  -4.52  5.63  4.63
C  -5.22  6.91  4.54
C  -4.90  7.82  3.36
O  -3.58  8.34  3.38
C  -2.59  7.52  2.78
H  -0.65  3.84  4.13
H  -1.86  4.55  5.21
H  -1.78  2.78  5.00
H  -3.97  3.01  4.60
H  -4.19  2.78  2.85
H  -5.82  4.38  3.59
H  -4.63  5.16  2.55
H  -3.52  5.80  4.70
H  -5.01  7.46  5.46
H  -6.29  6.71  4.53
H  -5.56  8.68  3.42
H  -5.09  7.33  2.40
H  -3.00  6.95  1.95
H  -2.14  6.83  3.50
H  -1.81  8.18  2.41
C  4.57  -6.19  -5.45
O  4.41  -4.96  -6.13
C  3.55  -4.99  -7.26
C  2.27  -4.22  -6.99
N  1.44  -4.89  -6.00
C  0.29  -4.13  -5.55
C  0.54  -2.81  -4.82
O  1.16  -2.96  -3.56
C  2.57  -3.03  -3.57
H  5.38  -6.06  -4.74
H  3.66  -6.48  -4.91
H  4.83  -6.99  -6.15
H  3.32  -6.02  -7.55
H  4.07  -4.50  -8.09
H  1.71  -4.13  -7.92
H  2.56  -3.20  -6.67
H  2.01  -5.14  -5.20
H  -0.29  -4.77  -4.88
H  -0.35  -3.92  -6.41
H  -0.44  -2.36  -4.62
H  1.10  -2.10  -5.43
H  2.99  -2.43  -4.38
H  2.94  -4.05  -3.66
H  2.93  -2.62  -2.62
C  9.74  -1.21  -10.00
O  8.90  -0.12  -9.68
C  7.61  -0.16  -10.27
C  6.53  -0.40  -9.24
N  6.61  -1.74  -8.69
C  5.72  -2.00  -7.57
C  5.91  -1.19  -6.29
O  7.12  -1.46  -5.61
C  8.24  -0.71  -6.04
H  10.73  -0.98  -9.61
H  9.39  -2.15  -9.55
H  9.80  -1.35  -11.08
H  7.57  -0.93  -11.05
H  7.44  0.81  -10.75
H  5.56  -0.27  -9.72
H  6.63  0.39  -8.48
H  7.56  -1.93  -8.41
H  5.82  -3.06  -7.30
H  4.69  -1.86  -7.91
H  5.11  -1.48  -5.60
H  5.81  -0.11  -6.46
H  7.95  0.29  -6.36
H  8.79  -1.20  -6.85
H  8.92  -0.62  -5.18

Output
Lowest unoccupied orbital energy, eV: 0.03
Structure (SMILES): CCCCOc1cc2nccnc2cc1CCP(=O)(OCC)OCC.COCCNCCOC.COCCNCCOC.COCCNCCOC
Energy above the lowest of the compared OMol25 structures with the same formula, charge and spin, kJ/mol: 0.0
2S+1: 1
HOMO-LUMO gap, eV: 8.59

Löwdin atomic charge list, values in e, 6 entries: C -0.0898; C -0.2431; C -0.1664; C -0.1646; O -0.0617; C -0.2218



No. 8
A cluster of 20 separate species, H40O20 in total, computed with the ωB97M-V functional and the def2-TZVPD basis.

Positions of all 60 atoms, in Å:
O  -0.25  -3.86  -2.47
H  0.13  -4.66  -2.85
H  0.01  -3.82  -1.56
O  -1.52  -1.05  -3.10
H  -0.88  -0.46  -3.49
H  -1.47  -1.97  -3.41
O  0.40  -1.87  4.38
H  -0.54  -1.89  4.02
H  0.45  -1.25  5.10
O  -4.51  -1.47  -1.21
H  -3.63  -1.73  -0.92
H  -4.26  -0.85  -1.91
O  3.42  2.50  -0.21
H  2.96  2.65  -1.05
H  3.11  3.29  0.25
O  1.22  1.64  3.74
H  1.59  0.85  4.14
H  1.98  1.90  3.17
O  -4.18  1.73  -2.55
H  -3.43  1.60  -1.94
H  -3.97  2.48  -3.12
O  -1.89  4.08  -0.50
H  -1.21  4.76  -0.40
H  -1.63  3.29  -0.02
O  2.61  1.58  -4.57
H  3.05  1.07  -5.24
H  1.98  1.03  -4.05
O  1.45  -2.31  -1.19
H  1.28  -3.24  -1.22
H  1.45  -2.07  -0.25
O  2.60  0.73  1.85
H  3.46  0.68  2.34
H  2.66  1.50  1.26
O  -1.41  -0.47  3.77
H  -2.18  0.12  3.85
H  -0.72  0.05  3.32
O  3.83  -1.55  1.02
H  3.14  -0.92  1.31
H  4.55  -0.99  0.69
O  -0.04  1.76  0.13
H  -0.16  1.53  1.06
H  -0.08  0.98  -0.42
O  -0.16  -1.98  1.24
H  -0.74  -1.24  1.49
H  0.73  -1.63  1.47
O  1.80  -0.28  -2.73
H  2.48  -0.25  -2.06
H  1.15  -0.99  -2.62
O  1.29  4.00  -1.94
H  0.63  3.29  -1.87
H  1.75  3.73  -2.76
O  -3.57  0.97  0.28
H  -2.99  0.61  -0.41
H  -4.40  1.04  -0.21
O  -4.98  -0.82  3.05
H  -4.56  -1.26  2.28
H  -4.91  0.14  2.92
O  2.12  -3.69  1.12
H  2.94  -3.15  0.94
H  2.05  -3.84  2.07

Output
Lowest unoccupied orbital energy, eV: -0.50
Energy above the lowest of the compared OMol25 structures with the same formula, charge and spin, kJ/mol: 416.4
2S+1: 1
HOMO-LUMO gap, eV: 10.55

Löwdin atomic charge list, values in e, 6 entries: O -0.0339; H 0.0605; H 0.0180; O -0.0595; H 0.0253; H 0.0395